Record 1
C13H16BBrCeN6O2S as an isolated structure, computed with ωB97M-V with the def2-TZVPD basis set.

The geometry in ORCA input format:
```
! wB97M-V def2-TZVPD RIJCOSX def2/J DEFGRID3
* xyz 1 2
H -4.573 2.291 -0.490
Ce 0.119 0.317 -0.808
H 6.035 -0.194 -0.714
B 0.147 -0.505 4.050
H 3.961 3.416 -1.794
C -5.076 0.269 -1.043
S -0.070 -2.556 -0.680
C 0.252 0.019 2.601
N -2.351 -0.041 -1.451
C 5.132 0.358 -0.927
H 6.098 2.238 -1.270
H 0.983 -1.373 4.174
H -5.210 -1.781 -1.702
C -4.562 -0.941 -1.498
C -4.216 1.326 -0.823
H -0.981 -0.943 4.141
C 3.904 -0.278 -0.899
N -1.307 -2.494 1.672
H -2.755 -1.979 -2.019
C -2.860 1.134 -1.056
H -2.132 -2.284 1.142
C 2.809 1.636 -1.497
H 1.816 -2.994 1.276
O 0.874 2.720 -0.713
H -2.243 2.980 -0.434
C -3.202 -1.051 -1.688
O 0.688 1.500 -2.536
Br 3.813 -2.132 -0.566
N -1.892 2.125 -0.836
H -1.331 2.338 -1.659
C 5.157 1.706 -1.246
C 3.973 2.366 -1.539
N 0.937 -2.908 1.751
H -1.333 -2.379 2.678
H 0.331 0.394 4.818
N 0.277 0.302 1.474
N 2.752 0.332 -1.157
C -0.146 -2.635 1.043
H -6.138 0.386 -0.877
C 1.383 2.106 -1.658
H 0.935 -2.791 2.757
*
```

Results
Energy above the lowest of the compared OMol25 structures with the same formula, charge and spin, eV: 0.818
Highest occupied orbital energy (alpha / beta), eV: -12.207 / -12.285
LUMO (alpha / beta), eV: -3.082 / -3.089
Expectation value of S²: 0.751
Kohn-Sham gap (alpha / beta), eV: 9.1 / 9.2

Here are the Mulliken charges for atoms 1 to 5, given in e:
1. H 0.373
2. Ce 0.746
3. H 0.423
4. B 0.211
5. H 0.440

---

Record 2
C13H16Cl2O9P2PdS2 as an isolated structure, computed with ωB97M-V with the def2-TZVPD basis set.

The geometry in ORCA input format:
```
! wB97M-V def2-TZVPD RIJCOSX def2/J DEFGRID3
* xyz 0 1
H 3.400 3.157 2.592
O -0.195 -1.397 -0.918
Cl -0.505 -2.417 -3.612
O -2.171 1.239 -2.014
O -1.444 -0.466 1.640
H 5.328 0.847 -0.320
H -3.278 -2.725 -3.863
H 0.819 4.038 -0.972
H -2.830 3.805 -0.108
O 0.123 4.397 -1.544
C 3.941 2.393 2.041
C -1.781 -2.091 -2.488
S 1.383 1.576 1.604
C 3.002 1.423 1.407
C -3.077 -2.350 -2.869
H -1.398 0.827 -2.512
H -3.359 -1.037 1.639
C 3.515 0.294 0.618
H -0.343 4.314 -4.130
H -1.481 2.951 -4.108
Pd 0.521 0.240 0.056
C -1.078 3.781 -3.528
S 2.457 -0.782 -0.017
H 1.540 1.976 -4.617
H 5.180 -0.889 -0.024
O -2.841 3.362 -0.966
P 0.927 2.032 -2.572
C -0.397 3.281 -2.264
C -3.845 -1.682 -0.707
H -1.891 4.462 -3.278
O -0.955 2.040 0.148
O 1.742 2.543 -3.861
O 1.807 2.129 -1.370
P -1.583 2.419 -1.174
C -2.531 -1.400 -0.309
C 4.977 0.095 0.392
O 0.218 0.756 -2.908
H 4.532 2.879 1.261
C -1.447 -1.584 -1.204
C -2.413 -0.936 1.076
H -4.655 -1.533 -0.003
Cl -5.758 -2.460 -2.458
H 4.634 1.885 2.714
H 5.542 0.220 1.317
C -4.118 -2.133 -1.972
*
```

Results
Energy above the lowest of the compared OMol25 structures with the same formula, charge and spin, eV: 0.040
Highest occupied orbital energy, eV: -7.805
LUMO, eV: -2.913
Kohn-Sham gap, eV: 4.9

Here are the Mulliken charges for atoms 1 to 5, given in e:
1. H 0.449
2. O -1.053
3. Cl -0.195
4. O -0.482
5. O -0.486

---

Record 3
C13H16F2N2O3S as an isolated structure, computed with ωB97M-V with the def2-TZVPD basis set.

The geometry in ORCA input format:
```
! wB97M-V def2-TZVPD RIJCOSX def2/J DEFGRID3
* xyz 0 1
C -5.289 -1.198 -0.711
C -6.180 -0.110 -0.391
H 0.093 1.518 -1.027
O 4.776 0.634 -1.753
N 3.067 -0.078 -0.351
H 1.345 -2.087 -0.103
N -2.121 0.044 0.313
C -3.379 -0.222 -0.007
C 5.385 1.214 0.822
H 2.713 -0.116 1.785
C -1.050 -0.787 0.143
C -5.626 1.048 -0.240
O 5.232 -1.326 -0.162
H -6.236 1.996 0.131
H 3.402 -1.681 0.921
H 5.319 0.861 1.682
H -1.731 1.175 0.412
C 1.220 -1.468 0.826
H 0.958 -2.104 1.581
F -7.480 -0.035 -0.967
H 2.232 1.935 0.326
C -4.067 -1.309 -0.342
H 4.980 2.153 0.626
C 2.171 1.032 -0.637
H 0.743 -0.088 -1.781
O -1.279 -2.045 -0.316
H 0.212 0.304 1.269
H 6.450 1.298 0.534
H 2.666 1.499 -1.597
F -3.634 2.358 0.476
C 0.335 -0.487 0.291
C 2.732 -0.898 1.002
H -5.788 -2.207 -0.938
C 0.854 0.436 -0.825
S 4.729 -0.103 -0.686
H -3.415 -2.326 -0.529
C -4.338 1.170 0.223
*
```

Results
Energy above the lowest of the compared OMol25 structures with the same formula, charge and spin, eV: 11.023
Highest occupied orbital energy, eV: -8.316
LUMO, eV: -0.022
Kohn-Sham gap, eV: 8.3

Here are the Mulliken charges for atoms 1 to 5, given in e:
1. C -0.497
2. C 0.452
3. H 0.189
4. O -0.510
5. N 0.032

---

Record 4
C13H16MoN2O9S2 as an isolated structure, computed with ωB97M-V with the def2-TZVPD basis set.

The geometry in ORCA input format:
```
! wB97M-V def2-TZVPD RIJCOSX def2/J DEFGRID3
* xyz 2 1
C -1.540 -1.549 1.704
C -0.152 -1.847 2.254
C 1.905 -0.586 1.678
H 2.710 -1.035 2.266
S -0.948 2.099 0.712
H 1.406 0.164 2.287
C -4.764 4.274 1.365
H -3.257 1.323 2.145
C 1.510 -2.809 0.721
H 3.048 -0.609 -0.191
N 0.901 -1.599 1.276
O 2.508 -3.299 -1.444
C -2.554 4.194 0.385
N -1.381 -0.965 -2.406
H -5.362 2.557 2.510
O -0.727 1.070 1.699
O 1.399 0.606 -0.362
H -6.367 5.534 0.701
Mo -0.343 -0.487 -0.807
C 1.752 -2.710 -0.782
C -4.576 2.999 1.911
O 0.845 -1.756 -1.290
O 0.158 2.940 0.361
C -3.740 4.855 0.604
H -0.038 -1.217 3.135
H 0.843 -3.662 0.852
O -1.124 1.156 -0.662
H -1.753 4.650 -0.181
C -2.404 2.920 0.950
O -2.550 -1.482 2.271
C -3.405 2.303 1.712
H 3.147 0.892 0.720
H 2.465 -3.049 1.190
H -0.165 -2.885 2.585
S -0.753 -0.162 -3.526
C -6.034 5.029 1.608
C 2.492 0.067 0.452
H -5.862 5.803 2.360
O -1.462 -1.333 0.282
O 0.394 0.555 -2.926
H 1.237 1.563 -0.176
H -6.830 4.381 1.969
H -3.881 5.846 0.191
*
```

Results
Highest occupied orbital energy, eV: -15.442
LUMO, eV: -10.207
Kohn-Sham gap, eV: 5.2

Here are the Mulliken charges for atoms 1 to 5, given in e:
1. C 0.612
2. C -0.801
3. C -0.748
4. H 0.505
5. S 1.600

---

Record 5
A single C13H16N2O4S molecule, computed with ωB97M-V with the def2-TZVPD basis set.

The geometry in ORCA input format:
```
! wB97M-V def2-TZVPD RIJCOSX def2/J DEFGRID3
* xyz 0 1
C 3.447 2.026 0.317
C 2.673 -1.167 0.477
H 2.226 -2.749 1.851
N 3.279 1.076 1.262
C -5.921 -0.160 -0.738
O -4.829 -0.526 0.068
C 2.241 0.065 1.221
C 3.058 -3.376 -0.090
C -2.537 -0.343 0.647
C -0.010 2.248 -1.096
H -6.774 -0.732 -0.380
H -3.369 -0.074 -1.327
H 3.859 -3.201 -2.122
H 2.438 2.975 -1.170
H -3.764 1.230 -0.179
H 0.350 3.060 -1.723
H -0.473 1.489 -1.723
H 4.092 0.879 1.826
H -6.137 0.912 -0.653
H -5.736 -0.399 -1.792
C 3.466 -2.762 -1.228
H 1.998 -0.236 2.248
O -1.338 0.338 0.299
H -2.797 -0.133 1.690
H -2.396 -1.424 0.547
N 2.340 2.220 -0.506
C -3.642 0.141 -0.282
S 3.299 -1.052 -1.138
H 3.081 -4.441 0.055
C 2.604 -2.461 0.888
C -0.228 -0.078 0.946
O 4.434 2.714 0.202
O -0.255 -0.965 1.770
H -0.780 2.626 -0.429
C 1.109 1.652 -0.308
C 0.992 0.629 0.570
*
```

Results
Energy above the lowest of the compared OMol25 structures with the same formula, charge and spin, eV: 0.000
Highest occupied orbital energy, eV: -8.611
LUMO, eV: 0.565
Kohn-Sham gap, eV: 9.2
Structure (SMILES): COCCOC(=O)C1=C(C)NC(=O)N[C@@H]1c1cccs1

Here are the Mulliken charges for atoms 1 to 5, given in e:
1. C 0.158
2. C 0.172
3. H 0.441
4. N -0.116
5. C -0.715

---

Record 6
A single C13H16N4O3 molecule, computed with ωB97M-V with the def2-TZVPD basis set.

The geometry in ORCA input format:
```
! wB97M-V def2-TZVPD RIJCOSX def2/J DEFGRID3
* xyz 0 1
H 1.712 -2.523 -0.238
C -4.519 1.469 -0.427
O 3.332 1.670 -0.025
C 2.334 0.760 0.220
C -5.337 0.611 0.416
C 1.126 1.101 0.817
H 0.947 2.119 1.121
C 1.523 -1.504 0.065
C 4.849 -0.391 -0.853
H -1.314 -0.485 -1.412
O 3.640 -1.110 -0.764
C 0.131 0.163 1.031
H -2.416 -2.987 -0.334
C 3.170 2.991 0.428
H 4.764 0.469 -1.520
N -3.926 -1.177 0.273
H -1.479 -1.848 1.588
H -0.360 -3.139 1.115
N -2.020 -1.089 -1.016
H -0.897 -2.796 -1.257
H 2.333 3.491 -0.070
H -6.254 1.008 0.821
C 0.319 -1.158 0.657
C -1.544 -2.354 -0.498
H 5.191 -0.054 0.128
N -5.033 -0.604 0.719
O -4.723 2.617 -0.753
H -2.730 1.307 -1.457
H 3.028 3.032 1.512
H -0.791 0.469 1.503
C -3.115 -0.498 -0.501
H 5.569 -1.099 -1.262
H 4.096 3.501 0.167
N -3.369 0.797 -0.856
C -0.775 -2.175 0.822
C 2.539 -0.581 -0.159
*
```

Results
Energy above the lowest of the compared OMol25 structures with the same formula, charge and spin, eV: 2.077
Highest occupied orbital energy, eV: -8.381
LUMO, eV: 0.448
Kohn-Sham gap, eV: 8.8
Structure (SMILES): COc1ccc(CCNc2nncc(=O)[nH]2)cc1OC

Here are the Mulliken charges for atoms 1 to 5, given in e:
1. H 0.475
2. C 0.511
3. O -0.447
4. C 1.304
5. C -0.208